A structure of composition C58H62CsN9O5P2S3, computed with ωB97M-V/def2-TZVPD.

Geometry as XYZ:
```
140
Properties=species:S:1:pos:R:3:forces:R:3
Cs 0.499 -0.493 -0.002 0.383 0.460 0.313
O 0.294 0.427 3.228 0.057 -0.018 -0.051
C 0.758 0.132 4.373 -0.004 0.070 -0.056
C 0.301 0.825 5.551 0.002 0.005 0.028
C 0.708 0.515 6.829 0.018 -0.033 -0.037
C 1.635 -0.505 7.053 -0.019 0.029 0.041
C 2.146 -1.154 5.941 0.010 -0.011 -0.040
C 1.767 -0.875 4.624 -0.010 -0.017 0.062
C 2.508 -1.633 3.615 0.136 -0.024 -0.002
N 2.408 -1.616 2.345 -0.211 0.134 -0.037
N 3.384 -2.388 1.718 0.219 -0.225 -0.104
C 2.970 -2.945 0.607 -0.185 0.188 0.254
O 1.802 -2.936 0.115 0.097 -0.499 -0.248
C 4.030 -3.704 -0.155 -0.019 -0.074 -0.006
C 5.370 -3.732 0.221 0.045 0.012 -0.032
C 6.296 -4.439 -0.532 -0.023 0.013 -0.010
C 5.900 -5.138 -1.667 0.009 0.000 0.006
C 4.563 -5.126 -2.042 -0.030 0.004 -0.001
C 3.640 -4.410 -1.290 0.018 -0.038 0.002
H -0.389 1.646 5.401 -0.013 0.012 -0.036
H 0.309 1.081 7.667 -0.003 0.003 0.000
H 1.966 -0.760 8.052 0.003 -0.005 -0.004
H 2.900 -1.925 6.085 -0.001 0.001 0.001
H 3.289 -2.281 4.038 -0.005 0.007 -0.004
H 5.662 -3.177 1.102 -0.012 0.000 0.006
H 7.340 -4.439 -0.240 -0.001 0.007 0.003
H 6.630 -5.679 -2.259 -0.002 -0.002 0.003
H 4.241 -5.675 -2.922 0.015 0.016 0.007
H 2.589 -4.365 -1.554 0.028 -0.004 -0.023
C -2.394 2.042 3.661 -0.006 0.064 0.011
C -3.597 1.757 2.774 -0.007 -0.077 0.030
S -3.109 1.172 1.134 0.025 0.090 -0.151
C -4.102 2.215 0.036 0.001 -0.092 0.038
C -3.993 3.730 0.182 0.008 0.081 0.067
S -2.313 4.400 0.043 -0.080 -0.034 -0.008
C -2.221 5.439 1.523 0.023 -0.101 -0.044
C -2.391 4.744 2.872 0.084 -0.049 0.053
S -1.260 3.341 3.103 -0.150 -0.072 0.032
H -1.739 1.166 3.690 0.065 0.054 0.028
H -2.731 2.269 4.676 -0.003 -0.052 0.013
H -4.250 2.624 2.676 -0.021 0.012 -0.045
H -4.191 0.978 3.261 -0.002 0.012 0.023
H -5.160 1.949 0.139 0.005 -0.025 -0.055
H -3.777 1.893 -0.954 -0.001 0.021 0.009
H -4.400 4.050 1.141 -0.020 0.006 -0.006
H -4.621 4.183 -0.590 -0.018 -0.005 -0.003
H -2.923 6.275 1.454 -0.004 0.007 -0.013
H -1.212 5.849 1.451 -0.023 0.048 0.043
H -3.412 4.386 3.000 -0.029 0.046 -0.023
H -2.223 5.486 3.658 -0.004 -0.006 0.009
C 1.051 6.074 -0.114 -0.026 0.007 0.004
N 0.973 4.750 0.451 0.050 0.006 0.025
C 1.559 4.620 1.769 0.021 0.009 0.018
C 0.836 3.621 -0.355 0.092 -0.102 -0.153
N 0.618 2.435 0.025 0.037 0.327 0.327
N 0.987 3.903 -1.724 -0.032 0.036 -0.021
C 0.708 2.877 -2.664 0.071 0.005 -0.121
N 1.814 2.473 -3.360 -0.061 -0.074 0.099
N -0.502 2.508 -2.852 -0.098 0.064 0.052
H 0.686 6.797 0.622 0.026 0.004 -0.011
H 0.425 6.139 -1.001 0.003 0.007 -0.003
H 2.079 6.369 -0.377 0.001 -0.002 -0.003
H 2.521 5.147 1.807 0.015 -0.014 -0.006
H 1.729 3.576 2.017 -0.017 -0.018 -0.022
H 0.908 5.039 2.543 0.027 0.039 -0.012
H 0.399 2.365 1.019 -0.042 0.108 -0.039
H 1.864 4.361 -1.933 0.006 0.015 0.009
H 2.660 2.262 -2.813 -0.053 0.043 -0.088
H 1.646 1.641 -3.924 0.017 0.028 -0.046
H -0.478 1.713 -3.483 -0.020 -0.083 -0.085
O -1.403 -2.425 -0.292 -0.655 -0.205 0.007
P -2.363 -3.309 -0.978 0.205 -0.195 -0.197
C -2.678 -2.818 -2.713 0.022 0.127 0.077
P -3.557 -1.227 -2.834 0.026 -0.091 -0.112
O -3.300 -0.277 -1.732 0.026 0.010 -0.005
C -5.317 -1.660 -2.903 -0.068 -0.008 0.051
C -6.126 -1.083 -1.928 0.022 0.026 -0.019
C -7.481 -1.376 -1.887 -0.025 -0.007 -0.017
C -8.033 -2.248 -2.814 0.028 0.027 0.020
C -7.229 -2.827 -3.788 -0.021 -0.032 -0.021
C -5.875 -2.533 -3.833 0.024 0.013 0.003
C -3.094 -0.573 -4.451 0.029 -0.022 0.046
C -2.745 0.772 -4.492 0.038 0.056 -0.009
C -2.288 1.332 -5.678 0.014 0.007 0.007
C -2.187 0.553 -6.820 -0.009 -0.003 0.021
C -2.536 -0.792 -6.782 0.006 -0.003 -0.011
C -2.982 -1.356 -5.599 -0.013 -0.004 0.020
C -1.655 -4.966 -1.142 -0.057 0.013 -0.049
C -2.296 -6.064 -1.716 0.007 0.006 0.028
C -1.619 -7.263 -1.866 0.011 -0.002 -0.003
C -0.293 -7.365 -1.454 -0.021 0.013 0.006
C 0.349 -6.272 -0.894 -0.022 -0.011 -0.002
C -0.327 -5.066 -0.732 0.100 0.004 0.017
C -3.989 -3.345 -0.192 0.014 -0.026 0.026
C -4.151 -2.481 0.886 -0.012 0.007 -0.032
C -5.384 -2.394 1.520 -0.003 0.000 0.011
C -6.447 -3.170 1.083 0.011 0.000 0.003
C -6.290 -4.027 0.000 -0.001 -0.021 0.000
C -5.066 -4.109 -0.641 0.019 -0.005 0.013
H -3.203 -3.602 -3.264 -0.015 -0.016 0.027
H -1.679 -2.696 -3.143 0.005 0.007 -0.001
H -5.666 -0.424 -1.201 -0.013 -0.007 -0.001
H -8.105 -0.933 -1.120 0.008 0.002 0.003
H -9.090 -2.482 -2.778 -0.001 0.000 -0.001
H -7.659 -3.507 -4.513 0.008 0.000 -0.002
H -5.255 -2.982 -4.601 -0.019 -0.009 0.001
H -2.771 1.366 -3.585 -0.010 -0.015 0.002
H -1.977 2.369 -5.685 0.001 -0.005 -0.006
H -1.806 0.985 -7.738 -0.002 -0.001 0.000
H -2.429 -1.407 -7.667 0.000 0.002 0.003
H -3.207 -2.417 -5.566 0.008 0.008 -0.010
H -3.323 -5.991 -2.053 0.002 -0.021 -0.004
H -2.119 -8.115 -2.309 0.000 -0.002 0.000
H 0.239 -8.301 -1.580 0.001 0.000 0.002
H 1.385 -6.331 -0.585 -0.008 -0.028 0.003
H 0.207 -4.212 -0.311 -0.052 -0.006 -0.001
H -3.317 -1.865 1.196 -0.008 0.012 0.009
H -5.509 -1.710 2.350 0.002 -0.002 0.000
H -7.409 -3.100 1.578 0.001 0.001 0.003
H -7.127 -4.616 -0.355 0.003 -0.001 -0.002
H -4.962 -4.753 -1.506 -0.018 -0.009 0.010
O 3.982 1.084 -2.542 0.164 -0.149 -0.085
C 4.731 0.405 -3.304 -0.095 0.064 0.116
C 6.137 0.684 -3.415 0.020 -0.013 -0.033
C 6.990 -0.058 -4.197 -0.056 -0.014 0.007
C 6.525 -1.146 -4.945 0.029 0.007 -0.002
C 5.176 -1.450 -4.870 -0.018 0.038 -0.002
C 4.279 -0.715 -4.093 0.060 0.006 -0.009
C 2.883 -1.172 -4.066 -0.007 -0.008 0.136
N 1.764 -0.488 -4.225 -0.039 -0.115 -0.162
C 0.749 -1.418 -4.188 -0.095 0.183 0.066
C 1.244 -2.671 -3.993 -0.005 -0.038 0.104
N 2.603 -2.502 -3.922 0.120 0.123 -0.013
H 6.506 1.511 -2.820 -0.002 0.006 -0.001
H 8.045 0.202 -4.227 0.001 0.005 0.001
H 7.193 -1.733 -5.562 0.001 0.004 0.004
H 4.789 -2.282 -5.452 0.000 -0.006 0.006
H -0.283 -1.120 -4.293 -0.024 0.022 -0.046
H 0.770 -3.630 -3.868 0.012 0.000 0.013
H 3.284 -3.174 -3.607 -0.014 -0.042 0.020
```
Forces are in eV/Å.

Calculated values
**Charge**: -2
**Orbital gap**: 4.430 eV
**HOMO energy**: -1.345 eV
**Relative energy (zero: lowest compared OMol25 entry of this formula, charge and spin)**: 0.000 eV
**E_LUMO**: 3.09 eV
**F_max**: 0.69 eV Å⁻¹